Molecular formula: C2H4N2OS
Method: DFT, ωB97M-V/def2-TZVPD

CARTESIAN COORDINATES (ANGSTROEM)
1 C -0.39 0.05 -1.07
2 C 0.60 -0.04 1.27
3 H -0.87 -2.50 0.01
4 H -1.31 -1.13 1.87
5 H -1.28 -0.31 -1.56
6 H 1.76 0.37 1.00
7 N -1.29 -1.29 0.54
8 N -0.30 -0.40 0.23
9 O 0.24 -0.41 2.35
10 S 0.60 1.17 -1.67

Computed properties:
Energy: -661.38368 Ha
Relative energy (zero: lowest compared OMol25 entry of this formula, charge and spin): 5.493 eV
HOMO level: -0.3307 Ha

Molecular formula: C15H26N3O3
Method: DFT, ωB97M-V/def2-TZVPD

CARTESIAN COORDINATES (ANGSTROEM)
1 C -4.33 -2.25 2.08
2 C -3.26 -1.36 2.10
3 C -2.23 -1.54 1.11
4 N -2.48 -2.10 -0.07
5 C -1.28 -2.14 -0.78
6 C -0.33 -1.60 0.02
7 N 1.03 -1.44 -0.23
8 N -0.93 -1.21 1.21
9 C -0.33 -0.55 2.36
10 C -0.86 0.88 2.42
11 O -1.05 1.46 3.45
12 H -5.29 -1.89 1.74
13 H -4.20 -3.29 2.39
14 H -3.19 -0.54 2.81
15 H -3.37 -2.43 -0.42
16 H -1.16 -2.55 -1.77
17 H 1.52 -1.50 0.66
18 H 1.34 -2.20 -0.81
19 H 0.76 -0.52 2.27
20 H -0.57 -1.10 3.27
21 H -1.07 1.40 1.47
22 C 0.38 -3.44 -5.97
23 C 1.02 -2.06 -5.96
24 C 1.00 -1.71 -4.48
25 O 1.12 -2.95 -3.77
26 C 0.93 -4.04 -4.69
27 H 0.62 -4.03 -6.85
28 H -0.71 -3.35 -5.91
29 H 2.05 -2.12 -6.32
30 H 0.49 -1.33 -6.57
31 H 0.06 -1.24 -4.19
32 H 1.82 -1.05 -4.19
33 H 1.90 -4.52 -4.85
34 H 0.25 -4.78 -4.24
35 C 1.46 5.83 3.72
36 C 0.61 4.57 3.67
37 C 1.23 3.82 2.51
38 O 2.61 4.17 2.48
39 C 2.84 5.28 3.35
40 H 1.45 6.34 4.68
41 H 1.13 6.54 2.95
42 H 0.72 4.00 4.59
43 H -0.46 4.77 3.52
44 H 0.79 4.12 1.55
45 H 1.12 2.74 2.62
46 H 3.37 4.92 4.24
47 H 3.47 6.02 2.85

Computed properties:
Energy: -976.77404 Ha
Charge: +1
Relative energy (zero: lowest compared OMol25 entry of this formula, charge and spin): 2.842 eV
HOMO level: -0.4153 Ha

Molecular formula: CH4N2P2
Method: DFT, ωB97M-V/def2-TZVPD

CARTESIAN COORDINATES (ANGSTROEM)
1 H -0.15 -2.21 -1.07
2 N 0.56 -2.01 -0.30
3 C 0.80 -0.77 -0.30
4 P 1.92 0.29 0.59
5 P 0.32 0.88 -0.87
6 N -1.16 0.89 0.20
7 H 1.12 0.45 1.73
8 H -1.39 1.97 0.34
9 H -2.02 0.51 -0.31

Computed properties:
Energy: -832.65097 Ha
Relative energy (zero: lowest compared OMol25 entry of this formula, charge and spin): 0.922 eV
HOMO level: -0.3197 Ha

Molecular formula: C4H12N2S
Method: DFT, ωB97M-V/def2-TZVPD

CARTESIAN COORDINATES (ANGSTROEM)
1 C -2.24 0.07 0.43
2 N -1.01 0.47 1.09
3 C 0.26 0.17 0.42
4 C 0.39 1.10 -0.78
5 N 1.67 1.15 -1.49
6 C 0.35 -1.32 0.03
7 S 2.03 -1.99 -0.21
8 H -2.50 0.76 -0.38
9 H -2.25 -0.95 0.04
10 H -3.05 0.15 1.15
11 H -1.02 0.16 2.04
12 H 1.04 0.37 1.16
13 H 0.15 2.12 -0.45
14 H -0.40 0.83 -1.47
15 H 2.30 1.76 -0.97
16 H 2.11 0.24 -1.49
17 H -0.13 -1.96 0.77
18 H -0.17 -1.49 -0.92
19 H 2.47 -1.65 1.01

Computed properties:
Energy: -667.27977 Ha
Relative energy (zero: lowest compared OMol25 entry of this formula, charge and spin): 0.411 eV
HOMO level: -0.3141 Ha

> Among the records above, which one has the lowest relative energy (zero: lowest compared OMol25 entry of this formula, charge and spin)?

C4H12N2S

Please write out number 4 again, unchanged.
Molecular formula: C4H12N2S
Method: DFT, ωB97M-V/def2-TZVPD

CARTESIAN COORDINATES (ANGSTROEM)
1 C -2.24 0.07 0.43
2 N -1.01 0.47 1.09
3 C 0.26 0.17 0.42
4 C 0.39 1.10 -0.78
5 N 1.67 1.15 -1.49
6 C 0.35 -1.32 0.03
7 S 2.03 -1.99 -0.21
8 H -2.50 0.76 -0.38
9 H -2.25 -0.95 0.04
10 H -3.05 0.15 1.15
11 H -1.02 0.16 2.04
12 H 1.04 0.37 1.16
13 H 0.15 2.12 -0.45
14 H -0.40 0.83 -1.47
15 H 2.30 1.76 -0.97
16 H 2.11 0.24 -1.49
17 H -0.13 -1.96 0.77
18 H -0.17 -1.49 -0.92
19 H 2.47 -1.65 1.01

Computed properties:
Energy: -667.27977 Ha
Relative energy (zero: lowest compared OMol25 entry of this formula, charge and spin): 0.411 eV
HOMO level: -0.3141 Ha